Density functional theory data (the ωB97M-V functional and the def2-TZVPD basis) for 3 unconnected molecules or ions with the total composition C22H32BClN4O7P in a non-equilibrium geometry.

Structure (XYZ):
```
68
Properties=species:S:1:pos:R:3:forces:R:3
Cl -7.856 1.095 -3.740 0.5 -1.2 1.2
P -4.660 3.002 -2.442 -1.5 2.8 -6.2
O -5.039 2.825 -3.992 1.6 0.2 6.4
O 0.927 -3.227 -2.409 -5.9 6.8 -2.0
O -1.089 1.683 -2.860 -1.1 1.0 3.8
O -3.267 4.104 -2.412 -2.2 -2.3 -0.3
O -1.274 -2.107 -2.217 3.4 0.2 0.3
O -0.340 1.313 -0.367 -3.4 0.9 -3.3
O -5.966 3.926 -1.670 3.0 -3.2 0.4
N -3.157 -0.681 -0.450 -5.9 4.0 -2.2
N 4.739 0.485 0.657 0.6 -0.8 0.0
N 5.687 0.317 6.073 0.5 -0.9 -0.1
N -5.411 0.407 -1.069 6.2 -2.1 1.5
C 6.427 -0.190 7.083 -0.5 0.5 -0.6
C 6.997 -2.143 5.842 0.0 0.0 0.0
C -9.173 -0.614 -1.911 0.2 -0.7 0.3
C 5.552 -1.591 -0.269 0.1 0.0 0.1
C 7.095 -1.402 7.015 0.0 -0.1 -0.3
C 0.779 -1.090 -3.792 0.3 -0.1 -0.5
C -1.071 -2.302 -0.772 1.8 0.3 1.7
C -4.682 -0.764 -0.418 1.5 1.8 -1.1
C -7.638 -0.181 -2.403 -1.2 0.0 0.7
C 2.043 2.089 -0.623 -0.9 0.7 0.6
C 5.612 -0.423 4.946 0.0 0.6 0.8
C -2.277 -1.736 0.183 -0.7 -1.8 0.3
C -6.919 0.517 -1.101 -1.6 -0.5 0.9
C 5.817 0.493 1.471 -0.7 0.2 -0.5
C -4.311 1.330 -1.565 2.4 -3.5 2.6
C 6.241 -1.647 4.785 0.1 -0.1 0.2
C 6.653 -1.554 0.581 0.0 0.0 0.0
C 0.456 2.548 -0.421 2.2 0.8 0.9
C 4.632 -0.558 -0.196 0.1 0.7 0.6
C -2.853 0.620 -1.159 -4.6 -0.6 0.4
C 0.115 -2.197 -2.778 4.6 -5.0 1.3
C 6.791 -0.492 1.469 0.0 -0.2 -0.2
B -1.349 1.245 -1.443 2.2 0.7 -0.7
H -9.857 -0.966 -2.797 1.7 0.8 1.6
H 3.758 -0.540 -0.841 0.0 -0.1 0.0
H -6.161 3.550 -0.761 0.4 0.8 -1.3
H -1.124 2.691 -2.913 0.2 -1.9 0.0
H 7.396 -2.345 0.552 -0.1 0.1 0.0
H -0.097 -1.682 -0.487 -2.1 -1.3 -0.4
H 1.796 -1.538 -4.226 -2.5 0.6 1.3
H 6.144 -2.201 3.858 0.0 0.1 0.1
H 6.470 0.423 7.978 0.0 -0.1 -0.1
H 5.415 -2.405 -0.971 0.0 0.1 0.1
H -9.738 0.262 -1.363 1.4 -1.6 -1.1
H -7.281 1.640 -0.918 1.0 -2.5 -0.8
H -5.205 -1.697 0.094 1.1 2.4 -1.4
H 2.264 1.223 0.160 -0.3 2.0 -1.8
H 5.878 1.340 2.148 0.0 -0.1 0.0
H 7.677 -1.760 7.856 -0.1 0.1 -0.1
H -1.937 -1.343 1.234 -0.2 -0.7 -2.3
H -7.032 -1.103 -2.832 -1.2 2.1 1.0
H -2.989 -2.668 0.404 1.3 2.2 -0.5
H 0.095 -0.884 -4.723 1.1 -0.2 2.1
H 7.506 -3.098 5.752 -0.1 0.1 0.0
H 0.310 3.082 0.636 0.4 -1.3 -2.3
H 2.214 1.725 -1.723 -0.3 0.7 2.1
H 2.720 3.040 -0.397 -1.3 -2.3 -0.5
H 5.013 0.007 4.149 0.0 -0.1 0.0
H 1.103 -0.081 -3.244 -1.2 -2.2 -1.0
H 0.118 3.324 -1.229 0.5 -1.7 1.3
H -7.314 -0.079 -0.145 1.0 1.2 -2.1
H -0.832 -3.436 -0.488 -0.8 2.5 -0.7
H -9.081 -1.538 -1.168 -0.2 2.0 -1.5
H 7.638 -0.434 2.144 -0.1 0.0 0.0
H -3.095 4.390 -3.366 -0.8 -0.8 1.5
```
Forces are in eV/Å.

Output
calculated total energy = -66099.802 eV
frontier orbital gap = 6.69 eV
highest occupied orbital energy = -11.03 eV
M = 541.758 g mol⁻¹
net charge = +1

=====

Density functional theory data (the ωB97M-V functional and the def2-TZVPD basis) for CH4N2O3S in the gas phase in a non-equilibrium geometry.

Structure (XYZ):
```
11
Properties=species:S:1:pos:R:3:forces:R:3
S -0.983 -0.925 0.883 -2.6 -0.5 -3.2
O -1.191 -2.283 0.398 0.1 1.9 1.1
O 0.224 -0.702 1.632 -0.4 -0.6 1.3
O -2.114 -0.050 1.131 1.0 -1.3 0.6
N -0.542 -0.042 -0.795 0.2 -0.7 1.0
N 1.432 0.661 0.085 3.1 2.7 -2.9
C 0.557 0.676 -0.885 -2.2 0.3 -0.6
H 1.086 0.005 0.782 1.3 -0.2 1.5
H 2.348 1.220 -0.056 -2.4 -1.7 0.8
H 0.514 1.351 -1.731 1.0 0.2 -0.1
H -1.332 0.090 -1.444 0.9 -0.1 0.6
```
Forces are in eV/Å.

Output
calculated total energy = -21058.864 eV
frontier orbital gap = 10.74 eV
highest occupied orbital energy = -10.47 eV
M = 124.121 g mol⁻¹
ΔE to the lowest compared entry with this formula, charge and spin = 16.8 kcal per mole